# 1
Computed, not measured: a cluster of 3 separate species, C4H3F3NO4 in total, with the ωB97M-V functional and the def2-TZVPD basis.

Element x y z (Å)
F  0.230168  3.303283  0.649787
F  2.205251  2.672418  0.943954
F  1.572341  3.104798  -1.109119
O  5.206409  -1.187903  -1.258086
O  4.717439  -0.539182  0.851961
O  3.047942  0.482631  -0.813375
O  2.128304  -1.431627  -0.139683
N  2.069070  -0.189108  -0.325442
C  0.181280  -0.226192  1.189597
C  0.887001  0.294966  -0.019573
C  4.809898  -0.842272  -0.256756
C  1.236603  2.602905  0.095958
H  0.824874  -0.021332  2.107189
H  -0.899744  0.075202  1.213867
H  0.372027  -1.349315  0.909384

Atoms 1-6, force components in eV/Å:
F -0.51 0.46 -0.54
F 2.10 0.75 0.93
F -0.18 0.44 0.77
O 0.85 -1.37 -3.72
O -0.24 0.12 1.62
O -1.30 -0.66 0.06

Kohn-Sham gap: 7.8 eV
LUMO: 3.80 eV
Maximum force: 5.4 eV/Å
Charge: -1
ΔE to the lowest compared entry with this formula, charge and spin: 279.2 kJ/mol

=====

# 2
Computed, not measured: a cluster of 2 separate species, C4H7NO3 in total, with the ωB97M-V functional and the def2-TZVPD basis.

Element x y z (Å)
O  -3.426925  0.295358  -0.273304
O  -1.691601  0.966706  0.958064
O  2.806412  -1.301571  -0.143013
N  2.345643  0.887738  0.303070
C  0.116878  -0.583732  -0.524020
C  -1.276463  -0.544775  -0.792538
C  3.115391  -0.196537  0.310247
C  -2.241320  0.255069  -0.048289
H  2.840295  1.729613  0.578929
H  0.320128  -0.500869  0.544949
H  -1.683985  -1.074204  -1.646473
H  0.686323  0.333394  -0.931513
H  4.094583  -0.123023  0.827880
H  -2.416413  1.493283  1.327230
H  0.570131  -1.496352  -0.896961

Atoms 1-6, force components in eV/Å:
O 0.24 -0.39 -0.45
O 0.09 -0.29 -0.50
O 0.17 -0.08 -0.08
N -0.55 0.03 -0.32
C -1.82 -1.80 1.02
C 1.52 0.08 -0.81

Kohn-Sham gap: 4.4 eV
LUMO: -3.79 eV
Maximum force: 2.8 eV/Å
Charge: 0
ΔE to the lowest compared entry with this formula, charge and spin: 565.5 kJ/mol

=====

# 3
Computed, not measured: the molecule C4H6N2O, with the ωB97M-V functional and the def2-TZVPD basis.

Element x y z (Å)
O  -1.779923  0.673290  1.264814
N  -0.931059  -0.591215  -0.486435
N  0.137909  1.357254  0.254404
C  -0.135508  -1.799153  -0.113737
C  -1.380727  -1.853173  0.161435
C  -0.901667  0.496260  0.439952
C  1.329762  1.062288  -0.511593
H  0.159174  2.115605  0.918770
H  1.057708  0.688503  -1.501684
H  1.973930  0.319234  -0.019233
H  -2.306665  -2.291429  0.487373
H  1.907956  1.980759  -0.634439
H  0.869110  -2.158224  -0.259627

Atoms 1-6, force components in eV/Å:
O 0.25 -0.08 -0.24
N -0.07 0.28 0.00
N -0.17 -0.02 0.18
C -0.14 -0.15 0.11
C 0.20 -0.15 -0.02
C -0.02 0.09 0.13

Kohn-Sham gap: 9.6 eV
LUMO: 0.90 eV
Maximum force: 0.4 eV/Å
Charge: 0
ΔE to the lowest compared entry with this formula, charge and spin: 360.7 kJ/mol

=====

# 4
Computed, not measured: a structure of composition C45H67IIrN2OP2Si, with the ωB97M-V functional and the def2-TZVPD basis.

Element x y z (Å)
Ir  0.083888  -0.041278  -0.083228
I  1.064240  -5.792670  -1.043776
P  -2.399392  -0.133996  -0.207539
P  2.617408  0.160620  -0.101568
Si  0.574344  -0.600861  2.077048
O  -0.075085  -2.044731  -1.340499
N  -0.126970  2.110002  -0.270893
N  -0.357029  -3.418833  -3.100884
C  -3.567217  -1.536592  0.146309
C  3.521490  -1.398012  -0.538470
C  -4.532795  0.848448  -1.880632
C  -0.208377  2.863161  2.119884
C  -3.446209  2.216419  1.145239
C  5.273746  3.507988  -1.229234
C  -3.509077  2.286106  3.572028
C  -2.834213  0.966065  1.189241
C  -2.859215  1.048258  3.642007
C  5.391613  -1.930831  1.188167
C  2.835450  2.862034  -0.995128
C  4.503443  1.512794  3.313719
C  3.146308  1.395515  -1.378412
C  -5.172412  -3.671760  0.794130
C  -3.027417  0.576288  -1.778252
C  -3.449951  -0.249794  -4.165712
C  -3.918535  -3.554809  1.661408
C  -0.441842  3.047775  0.664019
C  5.648402  2.039239  -1.435824
C  3.049393  0.612403  1.609532
C  -0.522745  -4.361312  -0.879858
C  -0.851592  3.967483  -1.347806
C  4.251401  1.202069  1.981918
C  0.047704  1.973373  -2.767050
C  3.556191  1.225004  4.290070
C  2.374055  0.592590  3.928821
C  0.279666  -1.953185  3.303213
C  -3.785462  2.858797  2.338433
C  -5.872538  -2.301364  0.657549
C  -0.291105  -3.181306  -1.786843
C  -2.880927  -2.621073  1.009380
C  -0.341297  2.659618  -1.498213
C  4.014240  3.619104  -0.374295
C  -3.890567  1.200310  -4.338807
C  -2.579372  -0.394267  -2.904501
C  5.034084  -1.461222  -0.227774
C  4.500682  1.280349  -2.099635
C  2.813201  -2.674108  -0.036273
C  4.698073  -3.251082  1.517601
C  -4.822311  1.619320  -3.185955
C  -2.547311  0.465270  2.442501
C  2.118347  0.276076  2.589353
C  -0.911326  4.212545  0.013566
C  3.188325  -3.069369  1.394226
C  -4.881328  -1.134636  0.827421
H  5.102329  -1.190125  1.932199
H  2.665694  -3.993357  1.658198
H  -2.513805  1.534972  -1.893539
H  -1.527873  -0.211567  -3.141454
H  2.879872  -2.289738  2.099801
H  -6.353867  -2.230606  -0.320445
H  -2.633732  0.590875  4.600348
H  -6.657281  -2.203757  1.408094
H  -4.401517  1.332071  -5.291133
H  1.639130  0.342754  4.692168
H  -0.742457  2.031832  -3.519073
H  -1.119121  4.635453  -2.158505
H  6.530906  1.961945  -2.072088
H  3.745201  1.471444  5.329587
H  -3.808932  -1.959456  -0.833030
H  -3.001911  1.839180  -4.361412
H  -2.637260  -1.431946  -2.556002
H  -2.891071  -0.587756  -5.039314
H  3.405741  -1.381698  -1.628326
H  5.108323  3.985411  -2.200796
H  4.769750  0.236294  -2.268656
H  3.107709  -3.496282  -0.693513
H  6.096133  4.036534  -0.744885
H  0.297624  0.920645  -2.581430
H  -4.888925  1.435540  -1.037375
H  3.723992  4.665844  -0.262276
H  -0.078878  -1.543366  4.257594
H  -0.850123  2.074119  2.519728
H  -4.209521  -3.160384  2.639224
H  5.017621  1.392400  1.242122
H  2.548194  3.389355  -1.910941
H  -5.859829  1.434061  -3.468510
H  -0.411967  3.785094  2.659621
H  -0.552345  -4.043242  0.151562
H  -2.192298  -3.189274  0.384562
H  -4.333860  -0.888546  -4.084351
H  1.985391  2.899846  -0.317033
H  0.922006  2.464545  -3.206319
H  -4.283442  3.820879  2.298408
H  -5.309292  -0.222545  0.417689
H  -2.290470  -2.131118  1.791275
H  -5.080876  -0.097716  -1.877020
H  4.343602  1.726481  -3.086424
H  -3.798505  2.782212  4.491606
H  -4.726927  2.692735  -3.008674
H  -3.480399  -4.540431  1.827634
H  5.458923  -2.187547  -0.929191
H  5.908798  1.589380  -0.472084
H  -5.856843  -4.394031  1.237243
H  4.960724  -3.571362  2.526582
H  5.448474  1.967539  3.590675
H  -3.668799  2.684685  0.193094
H  5.515959  -0.503403  -0.434607
H  6.474768  -2.047606  1.249205
H  1.733853  -2.549322  -0.125403
H  0.829924  2.561303  2.299569
H  2.404041  1.102271  -2.129555
H  -4.901399  -4.060732  -0.192471
H  -0.459715  -4.352022  -3.463181
H  -1.431149  -4.893101  -1.144469
H  -0.185112  -2.675805  -3.756713
H  -0.477332  -2.657757  2.946606
H  5.029932  -4.032417  0.822831
H  -4.697553  -0.950999  1.886118
H  1.203981  -2.498296  3.499782
H  4.217363  3.236978  0.625295
H  -1.243658  5.114664  0.512003

Atoms 1-6, force components in eV/Å:
Ir 0.13 -0.35 -1.31
I -0.13 -0.04 -0.03
P -0.25 1.27 0.73
P -0.35 0.04 0.24
Si 0.59 1.05 -1.00
O 0.15 0.75 0.27

Kohn-Sham gap (alpha / beta): 4.7 / 4.6 eV
LUMO (alpha / beta): -6.91 / -7.06 eV
Maximum force: 1.9 eV/Å
Spin multiplicity: 2
Charge: +2
ΔE to the lowest compared entry with this formula, charge and spin: 307.6 kJ/mol